No. 1
This record from OMol25 describes a single C3H6N2S2 molecule at a distorted geometry. The level of theory is wB97M-V/def2-TZVPD.

The total charge is 0. As for the frontier orbital gap: 9.59 eV. The value obtained for the relative energy (zero: lowest compared OMol25 entry of this formula, charge and spin) is 218.7 kJ/mol. The calculation puts the HOMO energy at -9.1985 eV.

Each line ends with the natural charge from an NBO analysis.
Positions of all 13 atoms, in Å:
C  -0.93445  0.43708  0.83010  -0.650
C  -0.70773  0.34936  -0.64360  -0.186
N  0.09751  1.46414  -1.00427  -0.113
N  1.30299  1.28377  -1.05561  -0.101
C  1.71993  -0.05664  -0.86397  -0.394
S  2.58396  0.00617  0.71345  -0.028
S  0.35182  -1.21070  -0.96238  0.147
H  -0.02584  0.11374  1.38787  0.235
H  -1.60412  -0.21496  1.27425  0.232
H  -1.07071  1.51484  1.11991  0.231
H  -1.49662  0.18198  -1.39814  0.244
H  2.41185  -0.20707  -1.61920  0.232
H  3.73523  0.75311  0.48096  0.149

---

No. 2
This record from OMol25 describes 2 unconnected molecules or ions with the total composition C3H2ClF3N2O3 at a distorted geometry. The level of theory is wB97M-V/def2-TZVPD.

The total charge is 0. As for the frontier orbital gap (spin up / spin down): 8.54 / 8.54 eV. The value obtained for the relative energy (zero: lowest compared OMol25 entry of this formula, charge and spin) is 166.7 kJ/mol. The calculation puts the HOMO energy (spin up / spin down) at -10.6343 / -10.6361 eV.

Each line ends with the natural charge from an NBO analysis.
Positions of all 14 atoms, in Å:
C  -0.90361  1.08652  0.46782  0.611
C  -0.26155  0.46264  -0.79918  -0.059
C  0.02682  -1.72687  -0.17129  1.006
N  -0.46860  0.66759  1.67522  -0.808
N  1.14478  0.69568  -0.93575  0.462
O  -1.81826  1.83352  0.32329  -0.542
O  1.81878  0.51970  0.03956  -0.376
O  1.54057  0.98927  -2.02975  -0.331
F  -0.95444  -2.45176  0.34738  -0.300
F  0.22568  -2.11262  -1.46217  -0.340
F  1.15483  -2.02966  0.45937  -0.304
Cl  -1.15346  0.57748  -2.25117  0.162
H  0.42938  0.24636  1.97321  0.426
H  -0.78090  1.24214  2.36347  0.394

---

No. 3
This record from OMol25 describes a molecular structure, C25H21AsBF7N3S3Zr. The level of theory is wB97M-V/def2-TZVPD.

The total charge is +1. As for the frontier orbital gap: 7.57 eV. The value obtained for the relative energy (zero: lowest compared OMol25 entry of this formula, charge and spin) is 13.4 kJ/mol. The calculation puts the HOMO energy at -11.0823 eV.

Each line ends with the natural charge from an NBO analysis.
Positions of all 62 atoms, in Å:
Zr  0.18785  -0.34106  -0.13801  1.571
F  -3.03820  3.86153  -0.40016  -0.309
C  -2.01746  4.42005  0.26549  0.982
F  -2.50519  5.44288  0.97623  -0.310
F  -1.17117  4.92660  -0.64498  -0.314
C  -1.33249  3.41426  1.15457  -0.212
C  -1.28132  3.57895  2.52965  -0.072
C  -0.65987  2.62414  3.32086  -0.262
C  -0.11999  1.51111  2.71222  0.111
N  -0.15952  1.36023  1.38488  -0.590
C  -0.73919  2.28419  0.60525  0.149
S  -0.63881  1.82738  -1.09569  -0.204
H  -1.72739  4.45646  2.97774  0.252
H  -0.60132  2.73733  4.39288  0.247
H  0.35764  0.71671  3.26882  0.242
S  -1.41212  -1.19486  1.52576  -0.187
C  -2.05812  -2.80712  1.12838  -0.183
C  -2.43786  -3.65327  2.16393  -0.206
C  -2.96925  -4.90001  1.86730  -0.172
C  -3.13208  -5.30720  0.54939  -0.208
C  -2.76468  -4.45982  -0.48514  -0.207
C  -2.23211  -3.21120  -0.19154  -0.293
As  -1.69018  -1.93865  -1.51668  0.953
C  -1.30493  -2.99570  -3.07796  -0.259
C  -2.08069  -2.95038  -4.22692  -0.242
C  -1.74778  -3.75637  -5.30873  -0.188
C  -0.65368  -4.60424  -5.23575  -0.189
C  0.11871  -4.65423  -4.08060  -0.205
C  -0.20329  -3.84682  -3.00354  -0.225
C  -3.26704  -0.91588  -1.92460  -0.376
C  -4.44802  -1.11258  -1.22210  -0.140
C  -5.55298  -0.32313  -1.51188  -0.216
C  -5.47428  0.65215  -2.49452  -0.182
C  -4.29000  0.84837  -3.19419  -0.201
C  -3.18211  0.06859  -2.90652  -0.206
H  -2.30981  -3.33958  3.19128  0.232
H  -3.25434  -5.56053  2.67544  0.229
H  -3.54198  -6.28294  0.32708  0.230
H  -2.88489  -4.77171  -1.51565  0.228
H  -2.94200  -2.29632  -4.28106  0.231
H  -2.34956  -3.72548  -6.20720  0.226
H  -0.40261  -5.23321  -6.07958  0.227
H  0.96810  -5.32190  -4.02309  0.226
H  0.40185  -3.88201  -2.10341  0.220
H  -4.50854  -1.87291  -0.45300  0.217
H  -6.47620  -0.47236  -0.96802  0.227
H  -6.33840  1.26406  -2.71675  0.227
H  -4.23048  1.61310  -3.95714  0.226
H  -2.25329  0.22821  -3.44366  0.222
F  3.95823  -1.06815  0.87546  -0.485
B  2.66389  -0.78844  0.92439  1.359
F  2.28221  0.39604  0.12692  -0.534
F  1.82096  -1.78910  0.17116  -0.534
F  2.04822  -0.64203  2.13365  -0.497
N  2.37020  1.74172  -2.48481  -0.748
C  2.36899  0.48902  -2.90096  0.382
N  3.41637  0.02082  -3.57107  -0.745
S  1.03284  -0.58842  -2.67682  -0.213
H  3.16177  2.35124  -2.61407  0.411
H  1.52664  2.11671  -2.06664  0.441
H  4.19431  0.60745  -3.82690  0.410
H  3.44104  -0.95099  -3.82816  0.433

---

No. 4
This record from OMol25 describes a molecular structure, C28H24I2N3O3Ti at a distorted geometry. The level of theory is wB97M-V/def2-TZVPD.

The total charge is +1. As for the frontier orbital gap: 7.76 eV. The value obtained for the relative energy (zero: lowest compared OMol25 entry of this formula, charge and spin) is 102.7 kJ/mol. The calculation puts the HOMO energy at -10.9794 eV.

Each line ends with the natural charge from an NBO analysis.
Positions of all 61 atoms, in Å:
Ti  0.15088  0.57495  -0.03589  1.741
I  -5.40525  4.74725  2.58702  0.189
C  -3.86280  3.36475  2.19659  -0.169
C  -3.88141  2.11823  2.80481  -0.263
C  -2.88680  1.23062  2.47311  -0.149
I  -2.79119  -0.68990  3.32987  0.181
C  -1.86942  1.51787  1.54236  0.243
O  -1.01019  0.55496  1.27358  -0.720
C  -1.83764  2.80693  0.97466  -0.126
C  -0.87786  3.29220  -0.10533  -0.240
N  0.46001  2.67646  -0.19423  -0.617
C  1.46416  3.24282  0.71019  -0.260
C  1.73366  2.30440  1.85972  0.228
C  2.27260  2.74343  3.06249  -0.230
C  2.60511  1.80130  4.02202  -0.118
C  2.36697  0.46011  3.74974  -0.235
C  1.78641  0.11323  2.54092  0.095
N  1.48177  1.01956  1.61178  -0.490
C  -2.85242  3.70112  1.31401  -0.162
H  -4.65780  1.84035  3.50021  0.252
H  -1.37491  3.12851  -1.07385  0.241
H  -0.77206  4.38147  0.02721  0.220
H  0.77121  2.78100  -1.16227  0.428
H  2.41476  3.37424  0.17348  0.244
H  1.15981  4.22950  1.08320  0.228
H  2.43096  3.79635  3.23288  0.236
H  3.03204  2.10945  4.96402  0.240
H  2.62164  -0.30348  4.46621  0.244
H  1.56736  -0.92248  2.29119  0.221
H  -2.86637  4.67566  0.84833  0.220
N  1.49656  -0.54813  -0.55400  -0.701
C  1.35057  -1.70389  -1.04961  0.338
C  2.45868  -2.54230  -1.52128  -0.070
C  3.65752  -1.95475  -1.92253  -0.167
C  4.69329  -2.74068  -2.38751  -0.212
C  4.55016  -4.12019  -2.43228  -0.167
C  3.37475  -4.71409  -1.99757  -0.213
C  2.32669  -3.93104  -1.55394  -0.178
C  -0.03423  -2.22673  -1.21092  -0.148
C  -0.44085  -2.70578  -2.45414  -0.109
C  -1.75673  -3.07785  -2.65833  -0.191
C  -2.67534  -2.97522  -1.62638  -0.199
C  -2.27417  -2.51586  -0.37902  -0.192
C  -0.95834  -2.13140  -0.16412  -0.255
H  3.74298  -0.87794  -1.87675  0.223
H  5.61318  -2.28200  -2.71927  0.225
H  5.35547  -4.73298  -2.80700  0.226
H  3.27495  -5.78896  -2.01281  0.226
H  1.41007  -4.38877  -1.21376  0.224
H  0.26729  -2.75423  -3.26705  0.227
H  -2.06180  -3.44356  -3.62594  0.232
H  -3.70357  -3.25937  -1.78986  0.229
H  -2.98647  -2.48733  0.43420  0.232
H  -0.62156  -1.86067  0.84475  0.233
C  -3.12740  0.49883  -1.82223  -0.723
C  -1.70130  0.32503  -2.31341  0.814
O  -1.40918  -0.14119  -3.38284  -0.545
O  -0.78933  0.77292  -1.47627  -0.752
H  -3.79108  -0.08007  -2.45580  0.251
H  -3.40769  1.55085  -1.88605  0.237
H  -3.20636  0.16653  -0.78630  0.233

---

Look up the total charge of the first one. 0